(1)
Density functional theory data (ωB97M-V/def2-TZVPD) for C17H20Cl3O3Sn as an isolated structure at a distorted geometry.

Results
energy above the lowest of the compared OMol25 structures with the same formula, charge and spin = 0.0 kJ/mol
spin multiplicity = 1
highest occupied orbital energy (alpha / beta) = -1.7 / -1.3 eV
total charge = -1
DFT total energy = -2480.24524 Eh
HOMO-LUMO gap (alpha / beta) = 0.156 / 0.145 Ha

Last column: Mulliken charge in e.
Atoms and positions in Å:
Sn1 0.209 0.047 -0.331  1.13
C1 -0.159 2.365 0.253  -0.66
C2 -1.090 1.885 -0.762  -0.80
C3 -2.250 1.392 -0.076  -0.57
H1 -1.021 2.113 -1.837  0.64
C4 -2.050 1.556 1.320  -0.80
C5 -0.787 2.170 1.524  -0.77
H2 -0.393 2.516 2.481  0.41
H3 0.740 2.946 0.047  0.59
H4 -3.173 1.065 -0.563  0.68
H5 -2.773 1.322 2.087  0.41
C6 2.207 -0.931 0.494  -0.81
C7 2.117 -0.433 1.829  -0.76
C8 1.066 -1.079 2.489  -0.77
H6 2.831 0.280 2.275  0.37
C9 0.466 -2.030 1.626  -0.52
C10 1.158 -1.952 0.344  -0.49
H7 1.099 -2.668 -0.465  0.67
H8 3.024 -0.791 -0.220  0.69
H9 0.790 -0.945 3.540  0.37
H10 -0.276 -2.767 1.875  0.54
O1 -1.178 -1.185 -1.346  -0.03
C11 -2.491 -2.543 -0.932  1.50
C12 -2.951 -2.218 -2.366  -0.91
C13 -3.248 -2.001 0.193  -1.27
C14 -1.733 -3.781 -0.772  -1.40
C15 -1.818 -1.218 -2.632  -0.57
H11 -3.962 -1.762 -2.416  0.33
H12 -2.916 -3.108 -3.048  0.33
H13 -1.093 -1.557 -3.372  0.30
H14 -2.184 -0.207 -2.873  0.24
H15 -4.068 -2.699 0.443  0.45
H16 -3.697 -0.995 -0.013  0.24
H17 -2.615 -1.888 1.099  0.08
H18 -2.417 -4.643 -0.903  0.42
H19 -1.286 -3.850 0.234  0.21
H20 -0.904 -3.890 -1.513  0.32
Cl1 3.817 2.329 -3.854  -0.15
C16 2.384 1.293 -3.849  0.72
Cl2 1.009 2.119 -4.660  -0.16
Cl3 2.734 -0.266 -4.646  -0.15
C17 1.922 1.019 -2.365  0.08
O2 2.372 1.644 -1.398  -0.58
O3 0.983 0.096 -2.286  -0.54


(2)
Density functional theory data (ωB97M-V/def2-TZVPD) for C17H20ClN5O3S as an isolated structure at a distorted geometry.

Results
energy above the lowest of the compared OMol25 structures with the same formula, charge and spin = 1822.6 kJ/mol
spin multiplicity = 1
highest occupied orbital energy = -8.3 eV
DFT total energy = -2017.00806 Eh
HOMO-LUMO gap = 0.293 Ha

Last column: Mulliken charge in e.
Atoms and positions in Å:
C1 -3.187 -1.832 2.777  -2.17
C2 -2.324 -0.619 2.182  1.04
N1 -2.580 0.180 1.237  -1.07
N2 -1.675 1.118 1.179  0.04
C3 -0.755 0.986 2.078  0.43
N3 -1.162 -0.326 2.869  0.24
C4 -0.439 -1.089 3.845  -1.86
H1 0.520 -0.205 4.247  0.19
H2 -0.793 -1.422 4.583  1.04
C5 0.566 -2.068 3.025  0.21
C6 1.749 -2.908 4.057  -1.14
H3 1.483 -3.794 4.339  0.63
C7 2.865 -2.435 3.314  -0.45
H4 3.823 -2.564 3.939  0.39
C8 2.757 -1.319 2.424  -0.55
H5 3.204 -1.502 1.558  0.40
O1 1.180 -1.491 1.973  -0.43
H6 2.747 -0.525 2.984  0.39
H7 3.247 -3.515 2.578  0.19
H8 1.588 -2.340 4.979  0.33
H9 -0.031 -2.777 2.665  0.61
S1 0.767 1.417 2.384  -0.17
C9 0.515 2.961 1.236  -0.70
C10 0.696 2.606 -0.169  0.40
O2 2.083 3.192 -0.750  -0.73
N4 -0.212 2.154 -0.931  -0.62
N5 -0.176 1.905 -2.160  0.16
C11 -0.905 1.329 -3.031  0.42
O3 -2.277 1.168 -2.493  -0.74
C12 -0.728 1.110 -4.426  0.62
C13 -1.527 1.212 -5.382  0.07
C14 -1.300 1.121 -6.645  -0.56
C15 -0.048 0.634 -7.095  0.23
C16 0.846 0.631 -6.060  -0.32
C17 0.584 0.807 -4.730  -0.41
H10 1.552 0.506 -4.107  0.21
H11 2.038 0.393 -6.409  0.14
Cl1 0.161 0.163 -8.748  -0.19
H12 -2.102 1.055 -7.435  0.29
H13 -2.597 1.324 -4.961  0.28
H14 0.715 2.032 -2.593  0.29
H15 -1.151 1.520 -0.270  0.38
H16 1.091 3.830 1.712  0.40
H17 -0.707 3.414 1.465  0.35
H18 -3.988 -1.759 2.419  0.86
H19 -3.357 -1.598 3.764  0.46
H20 -2.755 -2.682 2.583  0.43


The highest DFT total energy belongs to which entry? C17H20ClN5O3S


Which value of DFT total energy does entry 1 give? -2480.24524 Eh


What is the formula in the second record? C17H20ClN5O3S


Among the records above, which one has the highest DFT total energy? C17H20ClN5O3S